Record 1
The following is a quantum chemistry calculation of a 5-piece molecular cluster, C19H40IO19PS4 overall, from the OMol25 dataset.

Properties
Max |F|   1.60 eV Å⁻¹
Structure (SMILES)   O=CC[C@@H]1OC(=O)O[C@]1(CC(=O)I)P(O)O.CCOS(C)(=O)=O.CCOS(C)(=O)=O.CCOS(C)(=O)=O.CCOS(C)(=O)=O

Geometry (Å):
1 O 0.243299 -3.943557 -1.269080
2 C -0.107485 -4.607881 -2.214524
3 C -0.024440 -4.087403 -3.631492
4 C -1.330857 -3.463209 -4.024834
5 O -2.304163 -4.395241 -4.522931
6 C -3.290165 -3.524181 -4.911770
7 O -4.437613 -3.530509 -4.589019
8 O -2.661331 -2.606353 -5.718566
9 C -1.384103 -2.354880 -5.118138
10 C -1.491175 -0.953780 -4.494434
11 C -0.349526 -0.603458 -3.573809
12 O 0.768404 -0.361394 -3.908352
13 I -0.868911 -0.542060 -1.472359
14 P -0.258899 -2.398180 -6.654026
15 O 0.696717 -1.073183 -6.508396
16 O 0.751285 -3.683794 -6.453314
17 H -0.510150 -5.619984 -2.062879
18 H 0.753306 -3.336497 -3.669670
19 H 0.166593 -4.918197 -4.300019
20 H -1.838284 -3.013749 -3.169038
21 H -1.604963 -0.218195 -5.278580
22 H -2.407462 -0.931145 -3.923173
23 H 1.624058 -1.277408 -6.359269
24 H 1.357282 -3.551514 -5.714060
25 O 1.367024 0.139261 2.031330
26 S 2.736381 -0.155727 2.314433
27 O 3.311015 0.158250 3.589462
28 O 3.641283 0.468834 1.163674
29 C 3.509072 1.880404 0.896607
30 C 4.150132 2.745263 1.964644
31 C 3.052621 -1.850697 1.962410
32 H 2.454514 2.129233 0.761840
33 H 4.006356 2.040227 -0.057876
34 H 3.634265 2.646938 2.918487
35 H 4.114021 3.793638 1.667850
36 H 5.188359 2.454174 2.122138
37 H 2.644141 -2.090466 0.984487
38 H 2.554502 -2.436164 2.733845
39 H 4.125389 -2.020487 1.995330
40 O -2.008192 2.608997 -4.369652
41 S -1.096790 3.421528 -3.619848
42 O -1.342251 3.708707 -2.240107
43 O -0.854695 4.780107 -4.411267
44 C -2.009825 5.569635 -4.767101
45 C -2.618484 6.290352 -3.579775
46 C 0.529079 2.776801 -3.761864
47 H -2.744374 4.937380 -5.268368
48 H -1.650500 6.292836 -5.495839
49 H -3.038164 5.587612 -2.861370
50 H -3.419438 6.949934 -3.913322
51 H -1.863006 6.880147 -3.060657
52 H 0.745689 2.573640 -4.807026
53 H 0.553166 1.857148 -3.184496
54 H 1.227547 3.499749 -3.348787
55 O 0.468553 -3.563036 4.679899
56 S 1.409735 -3.613416 5.757501
57 O 2.580764 -4.431181 5.668554
58 O 0.633127 -3.958807 7.103555
59 C -0.170555 -5.156592 7.131433
60 C 0.661112 -6.422173 7.209360
61 C 1.896992 -1.979381 6.191216
62 H -0.836476 -5.169760 6.267061
63 H -0.791548 -5.065585 8.020001
64 H 1.250425 -6.566966 6.305538
65 H 0.011400 -7.288980 7.331350
66 H 1.354316 -6.374405 8.048805
67 H 1.010893 -1.358704 6.288577
68 H 2.532163 -1.604316 5.390048
69 H 2.454822 -2.013751 7.122837
70 O -3.099920 4.943478 3.125076
71 S -2.727890 4.041809 2.076519
72 O -3.442151 2.817436 1.889621
73 O -1.170746 3.725467 2.206047
74 C -0.684581 3.211487 3.463082
75 C -1.058160 1.760000 3.691287
76 C -2.647979 4.897966 0.542822
77 H -1.035784 3.848149 4.277356
78 H 0.398571 3.309692 3.415162
79 H -2.135141 1.640583 3.800645
80 H -0.582337 1.390907 4.600369
81 H -0.740171 1.145735 2.849919
82 H -2.079376 5.814246 0.675552
83 H -3.669481 5.126137 0.246499
84 H -2.180835 4.252461 -0.193143

Forces on the atoms, in the same order (eV/Å):
-0.0840 -0.3504 -0.3814
0.3488 0.4859 0.6208
-0.3508 -0.5799 0.1728
-0.8467 0.6439 -0.3959
-0.2827 -0.2857 0.7304
-0.4498 -0.1827 -0.3903
1.1301 -0.2323 -0.7040
-0.9463 0.2080 0.5520
1.0606 0.1967 0.1618
-0.1974 -0.3792 0.1474
0.5246 0.2144 -0.0666
-0.3651 -0.2339 0.3561
0.0461 0.1096 -0.1626
-0.6367 -0.2214 -1.4543
-0.1224 -0.5526 0.0229
0.0341 0.7449 0.3273
-0.1298 -0.1033 -0.0850
0.3017 0.1769 0.0513
0.2338 -0.0692 -0.2742
0.3979 0.1007 0.5037
0.3075 0.3889 -0.1980
-0.3175 -0.0028 0.1580
0.1811 0.1888 0.2106
0.1377 -0.3057 0.0969
-0.1308 0.2997 0.2197
0.4118 -0.6124 -0.4569
-0.2623 0.1425 0.1366
0.0437 -0.0754 0.0911
-0.0769 0.5797 -0.0389
-0.0408 -0.1447 0.1899
0.0255 -0.0149 -0.0497
-0.0366 -0.1329 0.0603
0.0271 -0.2289 -0.0289
-0.0190 0.0058 -0.0072
0.0099 -0.0199 -0.0945
0.0230 0.0361 -0.0494
-0.0311 0.0138 -0.0012
-0.0606 0.0286 -0.0029
0.0080 0.0247 0.0211
-0.1716 -0.0466 0.1761
0.5708 0.0933 -0.2539
-0.2711 -0.0436 0.0230
0.0596 -0.0839 0.1038
-0.5143 0.3226 -0.0747
0.0684 -0.1730 0.1903
0.0992 0.0869 -0.0830
0.0784 -0.1235 0.0564
0.2096 -0.1073 -0.0077
-0.0243 -0.0122 -0.0254
0.0434 0.0207 -0.0826
-0.0054 0.0561 -0.0476
-0.0218 -0.0113 -0.0083
0.0066 0.0645 0.0535
-0.0309 0.0228 0.0148
0.1021 -0.2238 -0.1833
0.0097 0.4510 0.5630
-0.0359 -0.1124 -0.2804
0.0823 0.0801 -0.0287
-0.2675 -0.5239 -0.0258
0.2015 0.0759 -0.1308
-0.0246 0.0695 0.0175
0.0871 0.1079 -0.0625
0.0712 0.2194 0.0319
-0.0202 0.0016 -0.0140
-0.0666 0.0497 0.0560
-0.0469 -0.0198 0.0472
-0.0267 -0.0200 -0.0121
-0.0138 -0.0121 -0.0276
0.0080 -0.0510 0.0017
-0.1237 -0.0945 0.1260
0.4193 0.0598 -0.2850
-0.1767 0.0235 0.1274
-0.0589 0.0646 -0.1563
0.1142 -0.2925 0.5233
-0.2936 -0.0242 -0.1806
0.0425 0.0601 -0.0150
-0.0974 0.0656 -0.1007
-0.0104 0.1080 -0.2030
-0.0061 0.0447 0.0424
0.1021 0.0467 -0.0219
0.0898 0.0144 0.0794
0.0095 -0.0063 0.0501
-0.0424 -0.0381 0.0799
0.0102 -0.0511 -0.0421

Here are the Mulliken charges for atoms 1 to 6, given in e: -0.415 -0.345 -0.805 0.323 -0.489 0.579

***

Record 2
The following is a quantum chemistry calculation of a 9-piece molecular cluster, C19H40N9O19P overall, from the OMol25 dataset.

Properties
Max |F|   4.34 eV Å⁻¹
Structure (SMILES)   CP(O)[C@H](Cc1ccccc1)OC(=O)CN.C[N+](=O)[O-].C[N+](=O)[O-].C[N+](=O)[O-].C[N+](=O)[O-].C[N+](=O)[O-].C[N+](=O)[O-].C[N+](=O)[O-].C[N+](=O)[O-]

Geometry (Å):
1 C -2.909958 -0.056432 2.995917
2 P -2.891888 0.841617 1.301072
3 O -4.377075 0.625754 0.469324
4 C -1.453949 -0.046648 0.374512
5 C -0.110164 0.433171 1.114571
6 C 1.210370 0.469855 0.215220
7 C 2.201318 -0.732503 0.285418
8 C 3.534299 -0.743872 -0.524672
9 C 3.938423 0.435057 -1.445656
10 C 2.950538 1.628549 -1.527511
11 C 1.622464 1.641560 -0.721532
12 O -1.482007 0.175230 -1.052169
13 C -1.642366 -1.063420 -1.739843
14 O -0.711158 -1.900927 -1.610560
15 C -2.872939 -1.434851 -2.689227
16 N -2.941537 -0.575660 -3.929654
17 H -2.926871 0.752235 3.816600
18 H -3.808562 -0.743852 3.131983
19 H -1.909546 -0.616311 3.149303
20 H -4.932054 1.413578 0.693268
21 H -1.622677 -1.170509 0.593350
22 H -0.305308 1.518329 1.462242
23 H 0.038090 -0.197732 2.063033
24 H 1.984557 -1.645975 0.933946
25 H 4.245525 -1.622346 -0.420867
26 H 4.919236 0.458859 -2.038365
27 H 3.240956 2.505939 -2.190509
28 H 0.925117 2.551105 -0.784797
29 H -2.728323 -2.507597 -3.081127
30 H -3.889971 -1.417955 -2.171242
31 H -2.027897 -0.635278 -4.398926
32 H -3.129554 0.379307 -3.579594
33 C 0.809481 -3.959043 3.689636
34 N 1.806170 -2.971145 3.200555
35 O 1.444140 -1.810096 3.098711
36 O 2.917886 -3.395268 2.935425
37 H -0.128953 -3.443470 3.884435
38 H 0.682692 -4.710626 2.911256
39 H 1.205201 -4.399279 4.604196
40 C 4.531489 0.930898 -5.926418
41 N 5.848986 0.847095 -5.254389
42 O 6.835368 0.733006 -5.962235
43 O 5.847932 0.899271 -4.032139
44 H 4.677597 0.873247 -7.003602
45 H 3.933985 0.094134 -5.572219
46 H 4.082329 1.883779 -5.648906
47 C 1.549730 -2.625544 -3.775499
48 N 2.550643 -1.653810 -4.266959
49 O 2.188271 -0.492259 -4.366528
50 O 3.661921 -2.083375 -4.533525
51 H 0.622084 -2.092306 -3.580461
52 H 1.407883 -3.380957 -4.547800
53 H 1.941495 -3.065320 -2.859292
54 C -4.134805 -5.435664 -2.538134
55 N -2.796349 -5.545603 -1.901105
56 O -1.837192 -5.699091 -2.638414
57 O -2.758683 -5.473782 -0.684462
58 H -4.018395 -5.516131 -3.617296
59 H -4.749057 -6.249524 -2.155152
60 H -4.549582 -4.465539 -2.266835
61 C 6.048364 -3.528376 3.847306
62 N 6.423507 -4.019356 5.198978
63 O 7.612787 -4.127588 5.446658
64 O 5.509148 -4.278845 5.963961
65 H 6.956342 -3.338907 3.277937
66 H 5.449022 -4.302880 3.371042
67 H 5.476587 -2.610639 3.977877
68 C 1.772283 6.060893 0.047458
69 N 0.972473 4.843109 -0.243995
70 O 0.437402 4.280386 0.699169
71 O 0.906953 4.490386 -1.409432
72 H 1.741144 6.253054 1.118250
73 H 2.793219 5.869514 -0.280838
74 H 1.326730 6.886566 -0.506134
75 C -2.332769 4.757629 1.850511
76 N -3.744411 5.076200 1.511046
77 O -4.022456 6.245283 1.306400
78 O -4.526506 4.138761 1.461960
79 H -1.756689 5.680690 1.857794
80 H -2.329044 4.292536 2.835663
81 H -1.957589 4.074705 1.089533
82 C -7.087577 4.040729 3.364626
83 N -6.710175 3.539500 4.712112
84 O -5.519139 3.433815 4.957966
85 O -7.622026 3.269762 5.475402
86 H -6.179699 4.238233 2.797102
87 H -7.684277 3.267690 2.881840
88 H -7.662955 4.955276 3.503459

Forces on the atoms, in the same order (eV/Å):
0.4107 -0.3094 0.3641
0.0967 1.8057 0.2000
0.6939 -0.1994 1.0259
-0.2975 -2.1462 1.3312
0.2689 1.1305 -0.3731
3.4604 -0.9606 -1.7661
1.0054 2.4745 -2.2147
-2.0205 2.8562 -0.3281
-3.5628 0.1482 2.2112
-0.5912 -2.8453 2.0415
1.5836 -2.3397 0.5383
-1.4921 -1.5372 -0.5444
3.1549 -2.5455 0.6758
-3.4052 2.6394 -0.5615
-0.1340 -0.0826 -0.7377
0.0967 -0.1582 1.7722
-0.1725 -1.1736 -1.4029
1.2710 0.7580 -0.2036
-1.6896 0.6145 -0.3253
0.8915 -0.8076 -0.3265
0.6704 1.5798 -0.5573
0.3655 -1.5367 -0.4773
-0.0637 0.8737 -1.6461
0.2797 1.6748 -1.1132
-1.1242 1.2263 -0.1127
-1.8013 -0.1482 1.0884
-0.6464 -1.2626 1.0273
1.3103 -1.9630 -0.0388
0.1840 1.5943 1.0346
1.5329 0.3068 -0.3929
-0.5837 0.4370 0.3041
0.4560 -0.5381 -0.7445
-0.3260 -0.0853 0.0960
0.0267 0.1421 0.0517
0.3060 -0.5258 0.2096
-0.4368 0.3330 0.0383
0.1918 0.0135 -0.0646
0.1242 0.0232 0.1182
0.0508 -0.0279 -0.1764
-0.1831 -0.0007 -0.3896
0.2764 -0.0053 0.0450
-0.2985 0.0234 0.5423
0.2277 0.0167 -0.7517
0.1576 0.0395 0.1802
0.0687 0.2711 0.0927
-0.0192 -0.1766 0.1165
-0.4231 -0.1190 0.1308
-0.0635 0.1096 0.0814
0.3436 -0.4643 -0.1081
-0.3930 0.4251 0.0283
0.2361 -0.0731 0.0573
0.1808 0.0144 0.1020
-0.0274 0.0077 -0.1294
-0.1944 0.0078 -0.2996
0.3501 -0.0150 0.0445
-0.3294 0.0758 0.4453
0.0606 -0.0365 -0.5375
0.0915 0.0004 0.1798
0.0409 0.1699 0.0757
-0.0020 -0.1614 0.1006
0.1277 0.1137 -0.3143
0.2029 -0.0711 0.1842
-0.5687 -0.0163 0.0676
0.4424 0.0819 -0.2523
-0.0703 -0.0616 0.1909
-0.0798 0.1706 0.1303
-0.0843 -0.2055 -0.0206
0.1602 0.1852 0.2538
-0.0735 -0.0073 -0.0508
0.1271 0.1853 -0.5032
-0.1342 0.3988 0.5890
-0.0464 -0.1280 -0.1505
-0.1466 0.0374 -0.0886
0.1068 -0.1440 -0.0628
0.2619 0.0978 0.0065
0.0960 0.2714 0.0035
-0.1583 -0.6490 0.0538
0.1463 0.4546 -0.1202
-0.2229 -0.0682 -0.0284
-0.0466 -0.1139 -0.1847
-0.1265 -0.0845 0.2103
0.1834 0.1673 -0.2933
0.0350 -0.0724 0.2050
-0.5035 -0.0193 0.0551
0.5135 0.0746 -0.2463
-0.1962 -0.0790 0.1736
-0.0603 0.1246 0.1365
-0.0703 -0.1913 0.0286

Here are the Mulliken charges for atoms 1 to 6, given in e: -0.829 0.522 -0.575 0.149 -0.485 0.187

***

Record 3
The following is a quantum chemistry calculation of a 5-piece molecular cluster, C19H40NO9S4 overall, from the OMol25 dataset.

Properties
Max |F|   14.27 eV Å⁻¹
Total charge   +1
Relative energy (zero: lowest compared OMol25 entry of this formula, charge and spin)   202.4 kJ/mol

Geometry (Å):
1 C 1.938137 -1.668219 1.329630
2 C 2.930137 -0.568219 1.091630
3 O 4.021137 -0.617219 1.603630
4 N 2.431137 0.755781 0.328630
5 H 2.699137 0.512781 -0.711370
6 H 1.442137 0.702781 0.413630
7 C 3.247137 1.965781 0.573630
8 H 1.386137 -1.568219 0.382630
9 H 1.193137 -1.678219 2.258630
10 H 2.341137 -2.709219 1.175630
11 H 4.063137 1.893781 0.271630
12 H 3.102137 2.493781 1.529630
13 H 3.025137 2.738781 -0.140370
14 C -3.381863 2.159781 0.418630
15 C -3.012863 1.883781 -1.080370
16 C -2.610863 0.558781 -1.071370
17 S -1.585863 0.394781 0.383630
18 O -0.198863 0.379781 0.152630
19 O -2.120863 -0.672219 1.246630
20 C -2.069863 1.972781 1.184630
21 H -4.085863 1.429781 0.889630
22 H -3.985863 3.137781 0.405630
23 H -2.216863 2.543781 -1.384370
24 H -3.856863 1.858781 -1.708370
25 H -1.950863 0.185781 -1.832370
26 H -3.449863 -0.165219 -0.756370
27 H -1.159863 2.743781 0.956630
28 H -2.315863 2.013781 2.405630
29 C -0.948863 4.686781 -4.069370
30 C -0.228863 5.453781 -2.981370
31 C 1.128137 4.979781 -2.958370
32 S 0.881137 3.263781 -2.753370
33 O 0.568137 2.987781 -1.401370
34 O 1.861137 2.550781 -3.493370
35 C -0.557863 3.163781 -3.746370
36 H -0.577863 5.260781 -5.053370
37 H -1.900863 4.951781 -4.124370
38 H -0.736863 5.351781 -1.924370
39 H -0.135863 6.593781 -3.238370
40 H 1.705137 5.287781 -2.114370
41 H 1.727137 4.885781 -3.682370
42 H -1.324863 2.735781 -3.236370
43 H -0.306863 2.678781 -4.647370
44 C -2.334863 -3.374219 5.076630
45 C -0.946863 -3.141219 4.370630
46 C -0.770863 -1.762219 4.723630
47 S -1.412863 -1.441219 6.315630
48 O -1.958863 -0.207219 6.252630
49 O -0.513863 -1.802219 7.340630
50 C -2.688863 -2.608219 6.345630
51 H -2.431863 -4.387219 5.151630
52 H -2.907863 -2.876219 4.281630
53 H -1.024863 -3.369219 3.322630
54 H -0.161863 -3.629219 4.954630
55 H -1.168863 -1.242219 3.895630
56 H 0.197137 -1.635219 4.725630
57 H -3.713863 -2.336219 6.380630
58 H -2.526863 -3.238219 7.214630
59 C 2.211137 -4.402219 -2.199370
60 C 0.822137 -4.183219 -2.678370
61 C 0.708137 -2.788219 -2.794370
62 S 2.191137 -2.045219 -3.214370
63 O 2.650137 -1.075219 -2.271370
64 O 2.471137 -1.954219 -4.620370
65 C 3.174137 -3.470219 -2.781370
66 H 2.565137 -5.434219 -2.594370
67 H 2.285137 -4.542219 -1.108370
68 H -0.003863 -4.522219 -2.133370
69 H 0.694137 -4.510219 -3.830370
70 H 0.401137 -2.135219 -1.729370
71 H -0.039863 -2.396219 -3.444370
72 H 3.908137 -3.024219 -2.219370
73 H 3.359137 -3.979219 -3.626370

Forces on the atoms, in the same order (eV/Å):
-2.1903 -0.9231 -1.4014
2.2693 -0.1591 3.5006
-1.5096 1.1842 -1.8602
4.0762 -2.5696 -2.0664
-1.2378 0.1262 1.8140
-1.7257 0.9438 -0.0848
-12.9221 2.9957 4.4590
-1.0640 -0.3207 0.5190
1.8762 0.6372 -2.0414
0.3768 1.3252 0.7630
13.6194 -2.6048 -3.3713
0.2624 -1.0388 -0.1189
-1.6139 0.2920 -0.5517
-1.4353 2.0152 -0.6356
-1.6430 2.7444 1.5484
1.3853 -5.8720 1.5239
-3.4296 -0.8570 4.8097
2.9231 -0.1141 -1.2225
0.6287 0.7213 -1.3299
0.9228 2.2600 1.7906
0.3739 0.2413 -0.8944
1.4913 -1.0532 0.7280
-0.0183 0.5468 -0.2087
-1.1737 1.1337 -0.9441
-0.1379 -0.3081 -0.8608
1.1881 0.9098 -1.0882
-2.4178 -1.6422 0.3533
1.1297 -0.8329 -3.3944
4.9382 0.3615 -1.1735
-2.1324 4.2739 0.7638
-1.8858 -1.5115 6.6111
-0.3696 0.1947 -1.7638
-0.3670 -0.9859 2.3902
1.6536 -1.0899 0.1513
0.1876 3.6121 -2.0658
-0.1658 -2.3181 1.5637
-4.5660 0.2670 0.2580
1.0447 0.2037 -1.9670
-0.8176 -1.8849 0.6187
0.3769 0.4237 0.7182
4.0823 0.8310 -6.6385
-2.1821 -1.4378 1.3391
0.2285 -0.9506 -0.8095
-0.2269 1.2816 -2.5625
-0.9271 -2.1424 3.4783
-1.8822 0.6113 -1.2947
0.5816 -3.9404 0.2007
-2.6849 7.5801 0.0088
1.7447 -0.4758 0.8004
1.4102 -2.5239 -0.1293
-1.2330 -2.6363 0.0689
-0.9142 -0.8989 0.1952
0.2617 -0.2440 -0.2242
-0.0019 -1.0192 -0.7429
-1.0142 1.7280 -0.1884
5.2605 1.7173 0.4045
-0.6119 1.0233 -0.2945
0.2128 -0.0188 0.1773
1.1406 -5.4053 2.1677
0.4142 -1.8022 -4.1108
-3.6165 6.9465 3.4188
4.3357 -2.7771 -1.3088
-0.6972 2.4170 1.0709
-1.4125 1.4726 -0.5473
-3.0126 1.5160 0.7566
-0.7815 1.2838 1.0049
-0.2981 0.4228 -0.1894
-0.8287 -1.2078 0.8995
0.3579 -0.0728 2.5530
0.9304 -2.0975 -2.5240
-0.7105 0.0449 -0.7512
2.1649 0.1028 1.2684
2.0094 -0.6560 -3.3366

Here are the Mulliken charges for atoms 1 to 6, given in e: 0.142 0.609 -0.435 0.387 0.383 0.252

***

For each record above, in turn, the calculated orbital gap values are 9.23 7.95 9.69 eV.
For each record above, in turn, the calculated LUMO level values are -0.0363 -0.3053 -2.6375 eV.
For each record above, in turn, the calculated HOMO level values are -9.3 -8.3 -12.3 eV.